(1)
Formula: C46H43Cl2FN7O4SSiTi
Source: the Open Molecules 2025 dataset
Level of theory: wB97M-V/def2-TZVPD

Positions of all 106 atoms, in Å:
Ti (0.010, 0.183, -0.077)
C (-6.078, -0.133, -4.068)
Si (-4.223, -0.494, -3.895)
C (-3.395, 0.544, -5.231)
C (-3.973, -2.352, -4.110)
C (-3.780, -0.074, -2.102)
C (-4.758, 0.165, -1.161)
C (-4.428, 0.451, 0.168)
C (-3.101, 0.498, 0.503)
N (-2.116, 0.248, -0.370)
C (-2.425, -0.067, -1.653)
S (-1.103, -0.460, -2.651)
H (-6.388, -0.297, -5.102)
H (-6.310, 0.905, -3.814)
H (-6.684, -0.787, -3.436)
H (-3.665, 0.156, -6.217)
H (-2.313, 0.525, -5.141)
H (-3.729, 1.581, -5.174)
H (-4.273, -2.695, -5.103)
H (-4.568, -2.894, -3.372)
H (-2.924, -2.615, -3.963)
H (-5.801, 0.138, -1.456)
H (-5.182, 0.643, 0.918)
H (-2.806, 0.742, 1.516)
F (-3.460, -2.684, 5.084)
C (-2.940, -1.448, 5.076)
C (-2.152, -1.094, 4.016)
C (-1.530, 0.160, 3.999)
C (-0.711, 0.534, 2.870)
O (-0.601, -0.244, 1.897)
C (-0.058, 1.799, 2.969)
C (-0.246, 2.583, 4.062)
N (-1.074, 2.263, 5.084)
C (-1.118, 3.116, 6.246)
C (-1.169, 4.599, 6.060)
C (-2.373, 3.872, 6.578)
C (-1.721, 1.034, 5.086)
C (-2.563, 0.663, 6.129)
C (-3.199, -0.577, 6.139)
N (-4.063, -0.849, 7.227)
C (-5.142, -1.816, 7.048)
C (-6.197, -1.563, 8.118)
N (-5.567, -1.715, 9.461)
C (-4.440, -0.756, 9.626)
C (-3.414, -1.003, 8.527)
C (0.873, 2.280, 1.890)
O (1.578, 3.248, 2.094)
O (0.843, 1.588, 0.799)
H (-1.977, -1.777, 3.195)
H (0.284, 3.521, 4.141)
H (-0.539, 2.733, 7.079)
H (-1.220, 4.975, 5.048)
H (-0.593, 5.216, 6.733)
H (-3.216, 3.762, 5.909)
H (-2.639, 3.981, 7.620)
H (-2.758, 1.338, 6.948)
H (-4.802, -2.854, 7.123)
H (-5.588, -1.681, 6.063)
H (-7.022, -2.272, 8.042)
H (-6.576, -0.548, 8.036)
H (-5.180, -2.692, 9.531)
H (-6.285, -1.599, 10.240)
H (-4.014, -0.890, 10.621)
H (-4.842, 0.249, 9.530)
H (-2.977, -2.003, 8.651)
H (-2.609, -0.273, 8.615)
Cl (-1.843, -4.102, -0.313)
C (-0.358, -3.869, 0.545)
C (0.239, -4.943, 1.212)
C (1.422, -4.762, 1.876)
Cl (2.180, -6.122, 2.651)
C (2.040, -3.493, 1.931)
C (3.266, -3.217, 2.576)
C (3.757, -1.941, 2.570)
C (3.014, -0.922, 1.943)
N (1.885, -1.144, 1.324)
C (1.401, -2.407, 1.282)
C (0.207, -2.600, 0.517)
O (-0.284, -1.627, -0.186)
H (-0.233, -5.915, 1.184)
H (3.800, -4.023, 3.060)
H (4.701, -1.712, 3.043)
H (3.367, 0.105, 1.957)
C (-3.324, 4.435, -2.760)
C (-2.364, 3.984, -3.658)
C (-1.353, 3.147, -3.229)
C (-1.266, 2.771, -1.886)
C (-2.218, 3.240, -0.987)
C (-3.247, 4.053, -1.430)
N (-0.210, 1.924, -1.454)
N (0.879, 2.214, -2.018)
C (1.907, 1.304, -1.896)
C (3.123, 1.662, -2.496)
C (4.134, 0.732, -2.568)
C (3.908, -0.560, -2.094)
C (2.706, -0.895, -1.487)
C (1.688, 0.038, -1.312)
H (-4.128, 5.078, -3.093)
H (-2.403, 4.283, -4.698)
H (-0.621, 2.742, -3.912)
H (-2.136, 2.989, 0.061)
H (-3.995, 4.394, -0.725)
H (3.229, 2.660, -2.900)
H (5.090, 0.992, -3.004)
H (4.688, -1.306, -2.190)
H (2.578, -1.911, -1.131)

Calculated values
Frontier orbital gap (alpha / beta)   2.747 / 6.276 eV
Multiplicity   2
Charge   0
Expectation value of S²   0.751

(2)
Formula: C46H44BF3IN5O9PReS2
Source: the Open Molecules 2025 dataset
Level of theory: wB97M-V/def2-TZVPD

Positions of all 113 atoms, in Å:
Re (-0.076, -0.037, 0.358)
I (-2.168, -0.639, 1.989)
C (-2.025, -2.421, 3.055)
C (-3.152, -3.192, 3.038)
C (-3.242, -4.321, 3.876)
C (-2.219, -4.604, 4.730)
C (-1.045, -3.812, 4.757)
C (-0.026, -4.081, 5.697)
C (1.086, -3.295, 5.757)
C (1.261, -2.266, 4.820)
C (0.318, -1.984, 3.858)
P (0.945, -0.814, 2.576)
C (2.408, -1.801, 2.096)
C (3.745, -1.508, 2.336)
C (4.741, -2.374, 1.904)
C (4.416, -3.537, 1.227)
C (3.081, -3.849, 1.004)
C (2.088, -2.993, 1.444)
C (1.274, 0.632, 3.629)
C (2.451, 1.369, 3.676)
C (2.560, 2.470, 4.515)
C (1.495, 2.852, 5.313)
C (0.317, 2.119, 5.279)
C (0.210, 1.016, 4.450)
C (-0.900, -2.716, 3.860)
H (-3.989, -2.928, 2.403)
H (-4.134, -4.930, 3.854)
H (-2.292, -5.437, 5.418)
H (-0.154, -4.915, 6.376)
H (1.854, -3.477, 6.496)
H (2.188, -1.706, 4.841)
H (4.041, -0.618, 2.867)
H (5.777, -2.129, 2.101)
H (5.197, -4.203, 0.885)
H (2.810, -4.764, 0.492)
H (1.052, -3.262, 1.277)
H (3.286, 1.123, 3.046)
H (3.483, 3.036, 4.534)
H (1.583, 3.714, 5.960)
H (-0.520, 2.401, 5.904)
H (-0.713, 0.451, 4.452)
N (-1.272, 4.242, -0.313)
C (-0.382, 3.357, 0.109)
N (0.890, 3.469, -0.203)
S (-0.917, 2.092, 1.175)
H (-1.044, 4.878, -1.062)
H (-2.246, 4.039, -0.160)
H (1.195, 4.107, -0.923)
H (1.471, 2.666, 0.015)
F (2.827, 0.465, -3.290)
C (2.202, 1.640, -3.289)
F (2.858, 2.462, -2.448)
F (2.263, 2.154, -4.510)
S (0.432, 1.472, -2.806)
O (-0.083, 0.538, -3.755)
O (-0.034, 2.830, -2.793)
O (0.596, 0.928, -1.417)
C (1.906, -2.894, -3.828)
C (1.025, -2.763, -2.637)
C (-0.044, -3.527, -2.186)
C (-0.484, -2.918, -1.017)
N (0.270, -1.826, -0.761)
N (1.174, -1.773, -1.767)
C (-1.569, -3.401, -0.121)
H (1.966, -3.932, -4.148)
H (2.910, -2.531, -3.612)
H (1.504, -2.302, -4.652)
H (-0.448, -4.415, -2.643)
H (1.951, -1.113, -1.657)
H (-1.733, -4.463, -0.296)
H (-2.508, -2.873, -0.294)
H (-1.296, -3.271, 0.925)
C (-6.052, 0.814, -6.238)
C (-5.736, 1.871, -5.169)
C (-7.038, 2.551, -4.724)
C (-4.830, 2.931, -5.795)
C (-5.078, 1.189, -3.968)
C (-5.790, 0.207, -3.266)
C (-5.268, -0.476, -2.174)
C (-3.987, -0.136, -1.803)
O (-3.207, -0.627, -0.769)
B (-1.989, 0.051, -0.845)
O (-2.043, 0.959, -1.883)
C (-3.276, 0.828, -2.477)
C (-3.782, 1.511, -3.560)
H (-6.496, 1.289, -7.115)
H (-6.755, 0.067, -5.869)
H (-5.143, 0.297, -6.553)
H (-7.508, 3.050, -5.573)
H (-6.841, 3.301, -3.955)
H (-7.754, 1.835, -4.321)
H (-5.346, 3.395, -6.637)
H (-3.901, 2.501, -6.174)
H (-4.581, 3.722, -5.084)
H (-6.794, -0.041, -3.586)
H (-5.839, -1.231, -1.651)
H (-3.175, 2.248, -4.066)
O (3.267, -0.486, -0.627)
C (3.067, 0.456, 0.120)
O (1.931, 0.739, 0.700)
C (4.199, 1.407, 0.397)
C (5.488, 1.003, 0.060)
C (6.570, 1.836, 0.291)
C (6.382, 3.094, 0.844)
C (5.093, 3.482, 1.153)
C (3.999, 2.663, 0.950)
N (4.862, 4.817, 1.736)
O (5.833, 5.487, 2.006)
O (3.710, 5.158, 1.914)
H (5.617, 0.027, -0.389)
H (7.568, 1.510, 0.030)
H (7.203, 3.770, 1.032)
H (3.027, 3.024, 1.246)

Calculated values
Frontier orbital gap (alpha / beta)   7.422 / 6.784 eV
Multiplicity   2
Charge   +1
Expectation value of S²   0.759

Energy above the lowest of the compared OMol25 structures with the same formula, charge and spin values (in eV) by entry order: 0.6736; 1.7424.